1.
{"formula": "CH8N4", "method": "wB97M-V/def2-TZVPD", "total_charge": 2, "homo_ev": [-21.6, -21.6], "e_tot_ev": -7102.343, "homo_lumo_gap_ha": [0.37272, 0.37274], "largest_force_ev_per_a": 4.706, "symbols": ["C", "N", "N", "N", "N", "H", "H", "H", "H", "H", "H", "H", "H"], "coordinates": [[1.19808, -0.57673, 0.66676], [1.12950, -0.37540, -0.72868], [-1.35298, -0.57854, -0.13360], [0.24223, 0.28139, -0.02992], [-0.04240, 1.58062, -0.02473], [0.63668, -1.48210, 1.24752], [1.90056, -0.05563, 1.33160], [0.97777, -0.91406, -1.58330], [-1.44063, -1.43077, 0.29966], [-1.46005, -0.81279, -1.13279], [-2.05555, 0.12847, -0.00526], [0.27518, 2.09536, -0.78862], [-0.00841, 2.14020, 0.88137]]}

***

2.
{"formula": "CH8N4O", "method": "wB97M-V/def2-TZVPD", "total_charge": 0, "homo_ev": -9.0, "e_tot_ev": -9172.085, "homo_lumo_gap_ha": 0.36450, "largest_force_ev_per_a": 4.062, "symbols": ["N", "C", "O", "N", "H", "H", "H", "H", "N", "N", "H", "H", "H", "H"], "coordinates": [[-0.51849, 1.73358, 1.11310], [0.26180, 1.20166, -0.92306], [-0.98447, 1.42818, -1.36460], [0.56740, 1.43294, 0.32570], [-1.47857, 1.67594, -0.55660], [-0.22918, 2.45616, 1.78368], [-0.71317, 0.93982, 1.73707], [0.98699, 0.98805, -1.71827], [-0.02855, -1.46744, 0.31993], [0.86780, -2.51972, -0.06450], [1.13587, -2.47333, -1.05056], [-0.80275, -1.33509, -0.33854], [0.48314, -0.61868, 0.64928], [0.45219, -3.44208, 0.08735]]}

***

3.
{"formula": "CH8N5S", "method": "wB97M-V/def2-TZVPD", "total_charge": 1, "homo_ev": -12.9, "e_tot_ev": -19443.710, "homo_lumo_gap_ha": 0.36379, "largest_force_ev_per_a": 4.156, "symbols": ["C", "N", "N", "N", "N", "N", "S", "H", "H", "H", "H", "H", "H", "H", "H"], "coordinates": [[-2.43634, 0.29645, 0.16966], [0.96351, -2.26687, 0.11869], [0.45315, 2.21108, -0.50818], [1.40722, 0.17359, -0.07383], [-2.53615, 1.38924, 0.65694], [0.45245, 0.94131, -0.21765], [-2.15654, -1.14638, -0.35341], [1.66214, -2.93229, -0.16299], [0.70511, -2.40850, 1.11623], [-0.43438, 2.58873, -0.76638], [1.27043, 2.70340, -0.69179], [2.43109, 0.56804, -0.20300], [1.25166, -1.15158, 0.05578], [-3.21792, 1.86955, 1.10951], [0.18456, -2.83579, -0.24958]]}

***

4.
{"formula": "CH8NO", "method": "wB97M-V/def2-TZVPD", "total_charge": 1, "homo_ev": -15.2, "e_tot_ev": -4696.408, "homo_lumo_gap_ha": 0.40505, "largest_force_ev_per_a": 2.851, "symbols": ["N", "H", "H", "H", "H", "C", "O", "H", "H", "H", "H"], "coordinates": [[-1.39939, -0.45662, 0.96631], [-1.36180, -0.27788, -0.07211], [-0.53527, -1.07598, 1.21612], [-1.93857, -1.29201, 1.24876], [-1.47218, 0.43659, 1.55659], [1.16137, 0.80587, -0.83554], [0.50423, -0.46160, -0.68132], [0.46273, 1.62464, -0.46187], [1.53866, 0.89591, -1.88811], [1.91128, 0.99424, -0.11575], [1.12894, -1.19316, -0.93310]]}

***

5.
{"formula": "CH8NO2", "method": "wB97M-V/def2-TZVPD", "total_charge": 1, "homo_ev": -15.6, "e_tot_ev": -6742.680, "homo_lumo_gap_ha": 0.33235, "largest_force_ev_per_a": 2.537, "symbols": ["C", "N", "H", "H", "H", "H", "H", "H", "O", "H", "H", "O"], "coordinates": [[-1.22900, -1.69812, 0.23861], [-0.35367, -0.79355, -0.07127], [-2.20277, -1.80631, -0.24930], [-0.86583, -2.58896, 0.75762], [-0.45393, 0.21230, 0.27408], [0.49444, -0.86613, -0.64585], [-0.26692, 1.95281, 1.80309], [-1.57304, 1.99145, 0.95526], [-0.86131, 1.42095, 1.25852], [2.90599, 0.12128, -1.37318], [2.35401, 1.48450, -1.53268], [2.05205, 0.56979, -1.41490]]}

***

6.
{"formula": "CH8NO3", "method": "wB97M-V/def2-TZVPD", "total_charge": -1, "homo_ev": -3.9, "e_tot_ev": -8799.821, "homo_lumo_gap_ha": 0.30974, "largest_force_ev_per_a": 3.814, "symbols": ["N", "C", "O", "H", "H", "H", "H", "H", "H", "O", "H", "H", "O"], "coordinates": [[-0.13389, 2.10401, -0.26620], [-0.41887, 0.69050, -0.96654], [0.38739, -0.26276, -0.51265], [0.05487, 1.89163, 0.70763], [0.70120, 2.46566, -0.70548], [-1.47104, 0.65290, -0.66351], [-0.15789, 1.04718, -1.97995], [1.07368, -0.41853, 0.89195], [0.17063, -0.61830, 2.07195], [1.10074, -0.48079, 1.92914], [-0.05297, -2.40240, 0.46219], [-0.55651, -1.94243, -0.78162], [-0.69735, -2.72667, -0.18693]]}

***

7.
{"formula": "CH8NO5", "method": "wB97M-V/def2-TZVPD", "total_charge": -1, "homo_ev": -4.3, "e_tot_ev": -12890.840, "homo_lumo_gap_ha": 0.25614, "largest_force_ev_per_a": 3.854, "symbols": ["N", "C", "O", "O", "H", "H", "H", "H", "O", "H", "H", "O", "H", "H", "O"], "coordinates": [[0.87958, 2.30199, 0.17237], [1.01361, 0.98577, 0.46737], [0.31573, 0.19096, 1.23675], [2.07783, 0.43644, -0.15825], [-0.00381, 2.55626, 0.66030], [0.22722, 1.18884, -0.49813], [-0.04535, -1.76202, -1.02222], [-0.64980, -3.20351, -0.59338], [0.08354, -2.84183, -1.10275], [-0.62023, 0.60193, 1.39481], [-2.89263, 0.45293, 2.45552], [-2.05062, 0.45897, 2.00440], [-0.11293, -0.81415, -2.49470], [1.70193, -0.04367, -0.91859], [0.07593, -0.50889, -1.60348]]}

***

8.
{"formula": "CH8NS2", "method": "wB97M-V/def2-TZVPD", "total_charge": 1, "homo_ev": -13.1, "e_tot_ev": -24320.743, "homo_lumo_gap_ha": 0.33967, "largest_force_ev_per_a": 0.992, "symbols": ["N", "H", "H", "H", "H", "C", "S", "S", "H", "H", "H", "H"], "coordinates": [[-0.33655, 2.32020, -1.57217], [-0.01050, 1.58882, -0.88734], [0.48934, 2.73531, -2.01943], [-0.85398, 3.00024, -1.01830], [-0.87866, 1.90218, -2.32949], [0.53684, -0.57414, 2.18032], [-0.21540, 0.13252, 0.69674], [0.14149, -1.30778, -0.79277], [0.13904, -1.55720, 2.38393], [1.60759, -0.62499, 1.98748], [0.41453, 0.08728, 3.03488], [-1.16052, -1.68007, -0.86633]]}

***

9.
{"formula": "CH8O2", "method": "wB97M-V/def2-TZVPD", "total_charge": 0, "homo_ev": -11.1, "e_tot_ev": -5260.441, "homo_lumo_gap_ha": 0.42908, "largest_force_ev_per_a": 7.891, "symbols": ["C", "H", "H", "H", "H", "H", "H", "O", "H", "H", "O"], "coordinates": [[-1.25575, -0.84624, -1.10653], [-1.62881, -1.86675, -0.75314], [-0.21224, -1.10804, -1.36352], [-1.42469, -0.36754, -0.06139], [-1.72473, -0.24892, -1.79227], [1.77440, -0.22749, -0.33131], [1.38303, -1.31583, 0.85730], [1.31511, -0.46838, 0.36922], [0.84673, 1.44391, 1.23579], [0.04703, 2.63188, 1.33690], [0.87994, 2.37340, 1.60894]]}

***

10.
{"formula": "CH8O2S", "method": "wB97M-V/def2-TZVPD", "total_charge": 1, "homo_ev": [-14.0, -14.0], "e_tot_ev": -16087.241, "spin_multiplicity": 2, "homo_lumo_gap_ha": [0.35473, 0.17245], "largest_force_ev_per_a": 3.212, "symbols": ["C", "S", "H", "H", "H", "H", "H", "H", "O", "H", "H", "O"], "coordinates": [[-0.36707, 2.37370, -1.42330], [0.51472, 2.44076, 0.23045], [-1.39987, 1.86238, -1.34213], [-0.41680, 3.37764, -1.93145], [0.17566, 1.62861, -2.00315], [0.63305, 1.10832, 0.45140], [-3.04036, -3.87798, 0.23219], [-2.56205, -2.89565, -0.82434], [-2.42533, -3.11697, 0.14273], [3.32963, -0.79439, 2.85350], [2.73918, -1.46642, 1.60621], [2.81925, -0.63999, 2.00791]]}

***

11.
{"formula": "CH8O4", "method": "wB97M-V/def2-TZVPD", "total_charge": 0, "homo_ev": -10.2, "e_tot_ev": -9355.111, "homo_lumo_gap_ha": 0.38660, "largest_force_ev_per_a": 5.235, "symbols": ["O", "C", "H", "H", "H", "H", "O", "H", "H", "O", "H", "H", "O"], "coordinates": [[0.51800, -2.99735, -0.70386], [0.93359, -2.14497, -1.36703], [1.93003, -1.74738, -1.32413], [0.20467, -1.65260, -2.20831], [0.66920, 0.90401, 0.46546], [1.94630, 0.20718, 0.09868], [1.48574, 1.01392, -0.05082], [-1.06439, 0.98026, 1.61805], [-0.63361, 0.34386, 3.04533], [-0.33292, 0.81967, 2.29323], [-1.64985, 2.24045, -0.29593], [-2.05418, 0.83113, -1.22003], [-1.95258, 1.20183, -0.35065]]}

***

12.
{"formula": "CH8O4", "method": "wB97M-V/def2-TZVPD", "total_charge": 0, "homo_ev": -10.4, "e_tot_ev": -9355.733, "homo_lumo_gap_ha": 0.39680, "largest_force_ev_per_a": 0.819, "symbols": ["O", "C", "H", "H", "H", "H", "O", "H", "H", "O", "H", "H", "O"], "coordinates": [[-1.24906, 2.75852, -0.77508], [-0.85827, 1.99730, -1.60912], [-1.07810, 0.91936, -1.60036], [-0.19358, 2.29498, -2.43467], [2.52487, -0.66080, 1.34364], [1.81570, -1.91213, 1.72050], [2.13723, -1.44682, 0.92657], [1.24996, 1.08243, 2.47859], [2.63231, 1.56030, 2.88022], [2.06779, 0.77270, 2.88820], [-3.67187, -2.08197, -1.71391], [-2.25552, -2.63016, -1.84234], [-3.12146, -2.65372, -2.26225]]}

***

13.
{"formula": "CH8O5", "method": "wB97M-V/def2-TZVPD", "total_charge": 0, "homo_ev": -10.9, "e_tot_ev": -11402.155, "homo_lumo_gap_ha": 0.41505, "largest_force_ev_per_a": 6.878, "symbols": ["O", "C", "O", "H", "H", "H", "H", "O", "H", "H", "O", "H", "H", "O"], "coordinates": [[-1.11940, -1.38386, 0.10063], [0.07130, -1.21683, 0.39154], [1.18170, -1.28313, -0.40255], [-0.00377, -0.36201, 1.06525], [0.88872, -1.69945, -1.11282], [0.05562, 1.97266, -1.96049], [0.34982, 1.75128, -3.49441], [0.55536, 1.58945, -2.57099], [1.94192, 2.20684, -0.24712], [0.63996, 1.54926, 0.26239], [1.59869, 1.37316, 0.11084], [-1.98276, -0.29841, 1.60504], [-2.90706, -0.48224, 2.98926], [-2.14263, 0.03726, 2.58004]]}

***

14.
{"formula": "CH8O5", "method": "wB97M-V/def2-TZVPD", "total_charge": 0, "homo_ev": -11.1, "e_tot_ev": -11404.874, "homo_lumo_gap_ha": 0.43182, "largest_force_ev_per_a": 1.299, "symbols": ["O", "C", "O", "H", "H", "H", "H", "O", "H", "H", "O", "H", "H", "O"], "coordinates": [[0.58626, -1.90432, 0.09292], [1.73750, -1.53581, 0.03827], [2.17526, -0.35398, 0.40858], [2.54124, -2.14908, -0.37687], [1.43515, 0.15621, 0.80311], [0.07881, 1.85869, 0.32342], [0.78307, 2.02982, 1.64279], [0.98024, 1.97601, 0.70663], [-2.35525, 1.95987, -0.27561], [-1.51746, 0.67600, -0.52853], [-1.45263, 1.64863, -0.44639], [-2.34753, -1.79344, -0.79488], [-0.90876, -1.52480, -0.70168], [-1.73591, -1.04382, -0.89176]]}

***

15.
{"formula": "CH8P4", "method": "wB97M-V/def2-TZVPD", "total_charge": 0, "homo_ev": -7.2, "e_tot_ev": -38319.392, "homo_lumo_gap_ha": 0.27683, "largest_force_ev_per_a": 3.374, "symbols": ["C", "P", "P", "P", "P", "H", "H", "H", "H", "H", "H", "H", "H"], "coordinates": [[-1.88155, -0.54203, -0.06018], [0.94179, -1.53905, -1.20941], [1.73298, 1.73899, 0.36995], [-0.12033, -0.87844, 0.61258], [0.87376, 0.54041, 2.07327], [-2.70369, -0.68140, 0.63210], [-1.98896, 0.45345, -0.54917], [-1.83509, -1.24712, -0.93537], [0.75538, -2.90899, -1.05862], [2.11412, -1.49717, -0.56276], [2.98263, 1.36900, 0.39561], [1.92407, 3.02032, 0.87260], [-0.33860, -2.02952, 1.23719]]}

***

16.
{"formula": "CH9N3", "method": "wB97M-V/def2-TZVPD", "total_charge": 0, "homo_ev": -8.9, "e_tot_ev": -5653.123, "homo_lumo_gap_ha": 0.36617, "largest_force_ev_per_a": 0.600, "symbols": ["N", "H", "H", "H", "N", "C", "N", "H", "H", "H", "H", "H", "H"], "coordinates": [[-0.45707, 2.09308, -2.36803], [-0.20821, 1.23073, -1.90566], [-1.21022, 1.90627, -3.01516], [-0.79625, 2.75122, -1.68099], [1.44725, -0.90242, 1.55301], [0.51223, -0.74668, 0.46714], [-0.89890, -0.91786, 0.76064], [1.47974, -0.10425, 2.17312], [1.19849, -1.71262, 2.10735], [0.65560, 0.23042, 0.00409], [0.74206, -1.44404, -0.34268], [-1.26004, -1.85160, 0.60289], [-1.20467, -0.53226, 1.64427]]}

***

17.
{"formula": "CH9N5O", "method": "wB97M-V/def2-TZVPD", "total_charge": 0, "homo_ev": [-8.3, -8.3], "e_tot_ev": -10672.647, "homo_lumo_gap_ha": [0.31567, 0.31570], "largest_force_ev_per_a": 4.951, "symbols": ["C", "N", "N", "N", "N", "N", "O", "H", "H", "H", "H", "H", "H", "H", "H", "H"], "coordinates": [[-1.89316, -1.45250, 0.33530], [0.26718, 0.43926, 0.51521], [0.53622, -0.53199, -0.43770], [-0.02364, 1.72349, -0.04132], [0.98797, -0.06647, -1.60643], [1.81422, 0.61548, 1.11486], [-1.29703, -0.56807, -0.57508], [0.20797, 2.38745, 0.69341], [-1.02586, 1.70982, -0.21187], [0.71354, 0.91117, -1.75593], [0.97308, -0.74586, -2.35572], [2.58534, 0.90618, 1.72399], [2.36955, -0.20093, 0.83223], [-1.21951, -2.26489, 0.64438], [-2.22401, -0.93918, 1.25003], [-2.77188, -1.92298, -0.12533]]}

***

18.
{"formula": "CH9N5O", "method": "wB97M-V/def2-TZVPD", "total_charge": 2, "homo_ev": -19.0, "e_tot_ev": -10658.734, "homo_lumo_gap_ha": 0.41283, "largest_force_ev_per_a": 4.881, "symbols": ["C", "N", "N", "N", "N", "N", "O", "H", "H", "H", "H", "H", "H", "H", "H", "H"], "coordinates": [[0.34349, -0.77953, -0.03834], [1.61209, -0.59769, 0.03468], [-0.14522, -1.97688, -0.37034], [-0.59952, 0.41696, 0.04606], [2.40464, 0.51314, 0.31256], [-1.99735, 0.29476, 0.39918], [-0.37500, 1.52314, -0.78455], [0.49985, -2.67960, -0.53595], [-1.04636, -2.25301, -0.11663], [2.40424, 0.70478, 1.32994], [3.29687, 0.21301, -0.03314], [2.29222, 1.41400, -0.15330], [-2.71144, 0.01945, -0.34163], [-2.32260, 1.10287, 0.87280], [-1.89423, -0.57611, 1.04657], [-0.73603, 1.26914, -1.66626]]}

***

19.
{"formula": "CH9NO3", "method": "wB97M-V/def2-TZVPD", "total_charge": 0, "homo_ev": -7.4, "e_tot_ev": -8808.736, "homo_lumo_gap_ha": 0.11222, "largest_force_ev_per_a": 5.096, "symbols": ["N", "C", "O", "H", "H", "H", "H", "H", "H", "H", "O", "H", "H", "O"], "coordinates": [[0.93094, 2.37407, -2.02752], [0.58581, 1.48372, -1.08867], [-1.13441, -0.47385, -0.03167], [0.57983, 3.30968, -1.80274], [0.63217, 2.10491, -2.95941], [1.31370, 1.57091, -0.26845], [0.52307, 0.56189, -1.64776], [-0.54432, -1.24131, -0.21546], [-0.62971, -1.92015, 2.30739], [-1.66452, -0.82651, 2.29775], [-1.33891, -1.48326, 2.91866], [0.93510, -3.22456, 1.35190], [-0.52132, 0.23985, -0.16928], [0.33257, -2.47540, 1.33526]]}

***

20.
{"formula": "CH9NO3", "method": "wB97M-V/def2-TZVPD", "total_charge": 0, "homo_ev": -10.1, "e_tot_ev": -8813.791, "homo_lumo_gap_ha": 0.39504, "largest_force_ev_per_a": 4.052, "symbols": ["C", "N", "H", "H", "H", "H", "H", "O", "H", "H", "O", "H", "H", "O"], "coordinates": [[2.25507, -2.61544, -0.49297], [2.16425, -3.57369, 0.30342], [1.61684, -2.73229, -1.51381], [2.71459, -1.57576, -0.28172], [2.35430, -3.11687, 1.20608], [-4.25788, 2.15920, -2.55125], [-5.84930, 2.25903, -2.69035], [-5.05606, 2.39460, -2.09463], [-1.81755, 1.88920, -1.48437], [-2.36916, 0.54502, -1.16039], [-2.03886, 1.06341, -1.86563], [4.03438, 1.07405, 4.74126], [2.68136, 1.18616, 4.03869], [3.56802, 1.04337, 3.84566]]}